Formula: C24H44AsF3HgN8O3PS
Source: the Open Molecules 2025 dataset
Level of theory: wB97M-V/def2-TZVPD

Last column: Mulliken spin population.
CARTESIAN COORDINATES (ANGSTROEM)
Hg: -3.223 1.374 0.027  0.419
O: -2.911 5.725 -1.970  0.004
C: -3.097 4.516 -1.696  -0.019
O: -2.437 3.715 -1.047  -0.019
H: -4.047 4.115 -2.176  0.010
S: 1.022 -5.428 2.283  0.000
C: 0.092 -6.624 2.997  0.000
N: -0.526 -7.493 3.367  0.000
F: -3.420 1.864 3.450  0.038
C: -2.451 1.317 2.588  0.488
F: -2.216 0.111 3.111  0.036
F: -1.358 2.090 2.605  0.049
C: 3.385 6.398 0.612  0.000
N: 2.953 5.094 0.123  0.000
C: 4.031 4.179 -0.111  0.000
P: 1.331 4.544 0.102  -0.005
O: 1.306 3.072 0.116  -0.002
N: 0.563 5.241 -1.185  0.001
C: 0.410 6.708 -1.274  0.000
C: 0.773 4.615 -2.485  -0.001
N: 0.638 5.301 1.421  0.000
C: -0.819 5.071 1.409  0.022
C: 1.160 4.888 2.681  -0.002
H: 4.017 6.825 -0.218  0.000
H: 4.049 6.192 1.558  0.000
H: 2.456 6.996 0.828  0.000
H: 4.777 4.707 -0.742  0.000
H: 3.687 3.346 -0.668  0.000
H: 4.543 3.870 0.805  0.000
H: -0.180 6.965 -0.376  0.000
H: -0.282 6.924 -2.181  0.000
H: 1.388 7.136 -1.442  0.000
H: -0.236 4.386 -2.843  0.000
H: 1.128 3.584 -2.399  0.000
H: 1.456 5.188 -3.186  0.000
H: -1.360 5.589 0.527  0.002
H: -1.149 5.608 2.320  0.000
H: -1.079 4.018 1.385  -0.017
H: 2.255 4.773 2.666  0.000
H: 0.660 3.931 2.980  0.001
H: 0.902 5.692 3.441  0.000
C: -2.691 -6.459 -2.338  0.000
As: -1.193 -5.110 -1.934  0.001
C: -0.259 -6.336 -0.808  0.000
C: -2.262 -3.843 -0.685  -0.002
C: -3.377 -4.569 -0.018  -0.009
C: -3.158 -5.472 1.062  0.000
C: -4.203 -6.218 1.595  0.000
C: -5.479 -6.196 1.059  0.000
C: -5.744 -5.276 0.061  0.000
C: -4.708 -4.488 -0.440  -0.002
H: -3.544 -6.087 -2.937  0.000
H: -2.905 -6.929 -1.374  0.000
H: -2.152 -7.142 -3.007  0.000
H: -0.910 -6.815 -0.046  0.000
H: 0.637 -5.906 -0.269  0.000
H: -0.052 -7.059 -1.410  0.000
H: -2.715 -3.083 -1.274  0.011
H: -1.651 -3.428 0.123  -0.003
H: -2.216 -5.498 1.509  0.000
H: -4.118 -6.702 2.603  0.000
H: -6.340 -6.784 1.456  0.000
H: -6.760 -5.113 -0.251  0.000
H: -4.916 -3.782 -1.244  0.002
C: 1.482 -2.575 -1.058  0.002
N: 2.941 -2.628 -0.832  0.000
C: 3.186 -2.340 0.541  0.000
N: 2.665 -1.055 1.052  0.000
C: 1.219 -1.060 0.775  0.004
N: 0.893 -1.270 -0.643  -0.005
C: 1.539 -0.172 -1.406  -0.009
N: 3.020 -0.194 -1.164  0.000
C: 3.526 -1.524 -1.560  0.000
C: 3.267 -0.017 0.241  0.001
H: 0.993 -3.339 -0.532  0.000
H: 1.369 -2.694 -2.119  0.000
H: 4.307 -2.341 0.784  0.000
H: 2.775 -3.109 1.191  0.000
H: 0.890 -0.052 1.084  -0.005
H: 0.713 -1.746 1.433  0.001
H: 1.135 0.719 -1.039  0.014
H: 1.403 -0.260 -2.453  -0.004
H: 4.613 -1.407 -1.372  0.000
H: 3.334 -1.689 -2.691  0.000
H: 2.905 0.952 0.419  0.000
H: 4.351 -0.028 0.515  0.000

Forces on atoms 1 to 3 (eV/Å):
0.3 0.2 0.6
0.5 -0.3 0.5
-1.9 1.4 -1.8

As for the relative energy (zero: lowest compared OMol25 entry of this formula, charge and spin): 204.03 kJ/mol. As for the lowest unoccupied orbital energy (alpha / beta): 4.0 / 3.1 eV. The expectation value of S² is 0.769. The highest occupied orbital energy (alpha / beta) comes out at -2.661 / -2.661 eV. The total charge is -2. As for the spin multiplicity: 2. The HOMO-LUMO gap (alpha / beta) comes out at 6.6480 / 5.7650 eV.